A single C15H12N2O molecule. Source: the OMol25 dataset; level of theory: ωB97M-V/def2-TZVPD.

Element x y z (Å)
O -4.33939 -0.53500 1.70904
C -3.08745 -0.33061 1.17590
N -2.71359 0.81859 0.82552
C -1.45556 0.57026 0.22686
C -0.54808 1.66419 -0.35026
C -1.05670 2.98198 -0.56001
C -0.42679 3.98890 -1.21669
C 0.98172 3.73410 -1.43616
C 1.59359 2.51997 -1.10790
C 0.79682 1.50439 -0.67116
C -1.06677 -0.76768 0.46402
C 0.21737 -1.68356 0.29129
C 0.64600 -2.50047 1.34678
C 1.79214 -3.35651 1.29234
C 2.60504 -3.26239 0.12669
C 2.26335 -2.34049 -0.88047
C 1.04570 -1.60890 -0.80069
N -2.28984 -1.33358 0.97888
H -4.59992 0.37459 1.88591
H -2.06335 3.07637 -0.16760
H -0.83625 5.00414 -1.42146
H 1.59702 4.36975 -2.04486
H 2.62510 2.29250 -1.39709
H 1.26750 0.56830 -0.60317
H 0.12290 -2.37078 2.32402
H 2.32367 -3.99596 1.98067
H 3.37714 -3.84902 -0.18281
H 2.87958 -2.24519 -1.73659
H 0.55131 -1.07675 -1.63824
H -2.20224 -2.21117 1.58726

- SMILES = Oc1nc(-c2ccccc2)c(-c2ccccc2)[nH]1
- relative energy (zero: lowest compared OMol25 entry of this formula, charge and spin) (kJ/mol) = 298.4
- F_max (eV/A) = 5.48
- HOMO energy (eV) = -7.855
- energy (eV) = -20775.73691
- charge = 0


A single C15H12N2O3 molecule. Source: the OMol25 dataset; level of theory: ωB97M-V/def2-TZVPD.

Element x y z (Å)
O -3.52086 -1.49956 0.74486
C -2.51879 -1.65365 1.38311
C -1.43462 -2.51591 0.74816
C -0.50584 -1.52095 0.04375
N -0.42080 -1.63416 -1.22205
C 0.32901 -0.75796 -2.00100
C 1.17757 -1.45395 -2.90857
C 2.23932 -0.79874 -3.50411
C 2.51377 0.49027 -3.18028
C 1.73351 1.11533 -2.19593
C 0.54230 0.58812 -1.75426
O 2.27152 2.34049 -1.95139
C 3.33586 2.54176 -2.92890
O 3.54586 1.26051 -3.65904
C -2.19815 -0.63765 2.42034
C -2.87784 0.61167 2.56119
C -2.36341 1.53498 3.39169
C -1.15143 1.21264 4.03849
C -0.60039 0.00387 4.03141
N -1.21463 -0.92840 3.26669
H -1.98167 -3.21558 0.01772
H -0.78721 -2.96928 1.49464
H 0.05973 -0.69659 0.65878
H 0.76669 -2.49547 -3.11794
H 2.88996 -1.22900 -4.23660
H -0.03074 1.22725 -1.04301
H 4.25272 2.75093 -2.35540
H 3.00781 3.30568 -3.60976
H -3.79461 0.70451 1.98132
H -2.79315 2.50825 3.57431
H -0.56738 1.96981 4.63300
H 0.09587 -0.15925 4.67878

- SMILES = O=C(C/C=N/c1ccc2c(c1)OCO2)c1ccccn1
- relative energy (zero: lowest compared OMol25 entry of this formula, charge and spin) (kJ/mol) = 371.5
- F_max (eV/A) = 7.30
- HOMO energy (eV) = -7.774
- energy (eV) = -24868.99582
- charge = 0


A molecular structure, C15H12N2O7RuSe. Source: the OMol25 dataset; level of theory: ωB97M-V/def2-TZVPD.

Element x y z (Å)
Ru 1.08241 -0.27440 0.74051
C 3.30892 5.17526 0.58721
O 2.70976 3.89040 0.49385
C 1.58461 3.79231 -0.24866
C 0.99048 4.81900 -0.94106
C -0.18352 4.60670 -1.69396
C -0.74114 3.36979 -1.74558
C -0.14636 2.29075 -1.03949
C -0.75521 1.01848 -1.16508
N -0.33501 -0.09320 -0.63290
N -1.09622 -1.22991 -0.90281
C -0.58532 -2.23393 -0.27430
O 0.51052 -2.10942 0.46370
C -1.20444 -3.56281 -0.36868
C -0.68033 -4.60676 0.38713
C -1.25567 -5.86581 0.30683
C -2.34987 -6.07701 -0.51988
C -2.87927 -5.02924 -1.26486
C -2.31054 -3.77020 -1.18968
C 1.01113 2.50026 -0.27785
O 1.60744 1.56162 0.43894
H 4.17747 5.05627 1.22544
H 2.62172 5.89454 1.03811
H 3.62364 5.53445 -0.39524
H 1.42428 5.80781 -0.91056
H -0.63297 5.43293 -2.22757
H -1.64003 3.18905 -2.32200
H -1.64842 0.92492 -1.77467
H 0.15600 -4.41621 1.04650
H -0.85420 -6.67977 0.89596
H -2.79864 -7.06052 -0.58060
H -3.73824 -5.19601 -1.90187
H -2.71143 -2.94336 -1.75963
O 2.07494 -0.61160 2.35741
Se 0.69470 -0.78643 3.44982
O 0.96994 -0.00959 4.81931
O -0.33897 0.04192 2.38060
O 0.33785 -2.35027 3.50565

- relative energy (zero: lowest compared OMol25 entry of this formula, charge and spin) (kJ/mol) = 10.2
- <S²> = 6.0263
- F_max (eV/A) = 1.04
- HOMO energy (spin up / spin down) (eV) = -8.981 / -9.176
- energy (eV) = -100984.84969
- charge = 0
- 2S+1 = 5


A single C15H12N2O7S molecule. Source: the OMol25 dataset; level of theory: ωB97M-V/def2-TZVPD.

Element x y z (Å)
O -1.42364 -0.52843 -1.08562
C -0.87068 0.55172 -1.15326
C -1.31914 1.88827 -1.65300
C -0.29024 2.79570 -1.46744
C -0.43144 4.11908 -1.81772
C -1.69022 4.43109 -2.53575
C -2.61824 3.42744 -2.81447
O -3.69724 3.76012 -3.55517
C -2.57661 2.20881 -2.24450
O -3.61863 1.41499 -2.31280
C 0.84181 2.09841 -0.84365
N 0.38903 0.69487 -0.69119
N 1.16699 -0.05094 0.19782
C 1.81564 -1.22248 -0.28417
C 1.75127 -2.28329 0.79563
C 2.04128 -3.70847 0.66453
C 1.75904 -4.60219 1.58163
C 1.16433 -4.17050 2.83154
O 0.84763 -5.08014 3.84565
C 0.77490 -2.81685 3.00591
O 0.15615 -2.29285 4.05716
C 1.13477 -1.91013 2.00341
S 0.91254 -0.19110 1.88944
O 1.98258 0.55807 2.60405
O -0.41355 0.30330 2.39433
H 0.34102 4.86147 -1.75063
H -1.92953 5.46284 -2.92311
H -4.37079 3.01444 -3.54277
H -3.50295 0.67708 -1.69349
H 1.23117 2.55770 0.04679
H 1.62143 2.29288 -1.59268
H 1.63503 -1.41066 -1.31981
H 2.89008 -0.95105 -0.25322
H 2.32788 -4.10009 -0.33687
H 1.85906 -5.70343 1.42272
H 0.57990 -4.58855 4.71933
H -0.47061 -1.50713 3.81135

- SMILES = O=C1c2c(ccc(O)c2O)CN1N1Cc2ccc(O)c(O)c2S1(=O)=O
- relative energy (zero: lowest compared OMol25 entry of this formula, charge and spin) (kJ/mol) = 0.0
- F_max (eV/A) = 5.95
- HOMO energy (eV) = -8.701
- energy (eV) = -43894.08822
- charge = 0


A molecular structure, C15H12N2OTeTl. Source: the OMol25 dataset; level of theory: ωB97M-V/def2-TZVPD.

Element x y z (Å)
Tl 1.27958 -1.51255 -0.61558
O -0.98293 -2.10498 -0.98906
C -2.03471 -1.57981 -1.49714
C -3.16056 -2.40502 -1.78940
C -4.32711 -1.91226 -2.31980
C -4.46451 -0.54944 -2.60117
C -3.39147 0.27722 -2.33771
C -2.18392 -0.19184 -1.81031
C -1.10004 0.77433 -1.60210
N -0.08299 0.71845 -0.76316
C 0.63844 1.87631 -0.93084
C 0.05995 2.65110 -1.88205
N -1.04835 1.94513 -2.29618
H -3.04756 -3.45966 -1.57045
H -5.15078 -2.58985 -2.51799
H -5.38631 -0.14757 -3.00000
H -3.50738 1.34136 -2.51932
H 1.54693 2.05857 -0.38080
H 0.33661 3.59668 -2.31168
H -1.64241 2.17499 -3.07020
Te 2.00558 -0.81711 -3.60951
C 3.70909 0.00800 -2.66094
C 4.66973 -0.80115 -2.04890
C 5.76780 -0.25199 -1.39907
C 5.93699 1.12418 -1.34218
C 4.99033 1.94383 -1.94224
C 3.89263 1.39277 -2.58966
H 4.55080 -1.87703 -2.08468
H 6.49475 -0.90693 -0.93169
H 6.79087 1.55299 -0.83122
H 5.10461 3.02181 -1.90382
H 3.15544 2.04266 -3.04567

- relative energy (zero: lowest compared OMol25 entry of this formula, charge and spin) (kJ/mol) = 2.0
- F_max (eV/A) = 0.20
- HOMO energy (eV) = -3.511
- energy (eV) = -32766.72067
- charge = -1


A single C15H13BrN2O3S2 molecule. Source: the OMol25 dataset; level of theory: ωB97M-V/def2-TZVPD.

Element x y z (Å)
C 3.68359 3.26914 0.56032
C 3.38793 2.02555 -0.26505
O 1.98237 1.78836 -0.36520
C 1.40682 1.15362 0.65136
O 1.98694 0.74495 1.63117
C -0.03737 0.98047 0.43794
O -0.63514 1.58923 -0.62053
C -1.93956 1.25841 -0.57063
C -2.94376 1.64148 -1.45017
C -4.21512 1.17360 -1.19925
C -4.46893 0.34618 -0.10005
Br -6.25266 -0.25149 0.18175
C -3.48709 -0.04487 0.78140
C -2.19664 0.42505 0.53877
C -0.93392 0.25922 1.18987
C -0.64488 -0.56981 2.38000
S -1.27372 -2.28666 2.15591
C -0.41477 -2.78913 0.74338
N -0.82737 -3.75604 0.00093
N -0.02101 -4.03725 -1.00731
C 1.02684 -3.30374 -1.08375
C 2.06774 -3.41462 -2.12610
S 1.12182 -2.10001 0.20264
H 4.75293 3.45879 0.55999
H 3.16896 4.13002 0.14062
H 3.35262 3.12283 1.58561
H 3.86291 1.14858 0.18711
H 3.72572 2.14594 -1.29611
H -2.73100 2.27708 -2.29366
H -5.02906 1.44223 -1.85429
H -3.70129 -0.69075 1.61767
H -1.18560 -0.21134 3.25653
H 0.42409 -0.59759 2.58866
H 1.78833 -4.20108 -2.82165
H 3.03004 -3.65428 -1.67525
H 2.16923 -2.47204 -2.66265

- SMILES = CCOC(=O)c1oc2ccc(Br)cc2c1CSc1nnc(C)s1
- relative energy (zero: lowest compared OMol25 entry of this formula, charge and spin) (kJ/mol) = 0.0
- F_max (eV/A) = 1.74
- HOMO energy (eV) = -8.782
- energy (eV) = -116601.30814
- charge = 0